[1]
DFT (ωB97M-V with the def2-TZVPD basis set) results for a single C5H13N molecule at a distorted geometry.

Properties
Energy above the lowest of the compared OMol25 structures with the same formula, charge and spin in kcal per mole: 37.1
SMILES string: CC(C)[C@H](C)N
HOMO energy in eV: -8.84
HOMO-LUMO gap in eV: 9.91
Net charge: 0

Each line ends with the Mulliken charge.
Cartesian coordinates (Å):
C 1.180 1.364 0.719  -1.3792
C 0.357 0.073 0.718  0.6818
C 1.281 -0.952 0.071  -1.6145
C -0.894 0.222 -0.203  -0.0208
C -1.850 -0.946 0.071  -1.0342
N -0.576 0.401 -1.640  -0.5352
H 0.433 2.198 1.076  0.2831
H 1.574 1.707 -0.319  0.2394
H 2.080 1.398 1.290  0.4569
H 0.133 -0.412 1.689  0.2804
H 1.667 -0.591 -0.909  0.3640
H 2.207 -1.074 0.653  0.4018
H 0.816 -1.984 -0.139  0.2444
H -1.409 1.111 0.073  0.4328
H -2.163 -0.916 1.220  0.2867
H -3.012 -0.786 -0.208  0.3372
H -1.352 -1.974 -0.153  0.1328
H 0.158 -0.233 -2.024  0.2165
H -0.632 1.392 -1.984  0.2258

[2]
DFT (ωB97M-V with the def2-TZVPD basis set) results for a single C18H23NO3 molecule.

Properties
Energy above the lowest of the compared OMol25 structures with the same formula, charge and spin in kcal per mole: 49.6
SMILES string: COc1ccc([C@@H]2CC(=O)C=C(NC[C@@H]3CCCO3)C2)cc1
HOMO energy in eV: -8.13
HOMO-LUMO gap in eV: 8.79
Net charge: 0

Each line ends with the Mulliken charge.
Cartesian coordinates (Å):
C 6.774 -0.981 0.776  -0.8537
O 5.480 -1.486 0.991  -0.4494
C 4.427 -0.840 0.415  0.8814
C 4.525 0.276 -0.409  -0.4783
C 3.379 0.842 -0.937  -0.9112
C 2.116 0.332 -0.667  -0.1905
C 0.919 1.036 -1.266  0.0882
C 0.658 2.355 -0.530  -0.9665
C 0.151 2.135 0.886  0.1261
O 0.399 2.932 1.775  -0.6804
C -0.682 0.979 1.075  -0.3031
C -0.963 0.077 0.101  0.5017
N -1.722 -1.018 0.369  -0.0508
C -2.529 -1.756 -0.567  -1.2070
C -4.011 -1.340 -0.457  0.2688
C -4.263 0.145 -0.787  -0.5446
C -4.580 0.771 0.572  -0.3599
C -5.163 -0.423 1.325  -0.5678
O -4.420 -1.543 0.890  -0.5233
C -0.366 0.203 -1.272  -1.5506
C 2.030 -0.787 0.152  0.2379
C 3.164 -1.365 0.683  -1.1775
H 6.873 0.044 1.147  0.3409
H 7.048 -1.012 -0.284  0.3321
H 7.442 -1.632 1.338  0.2445
H 5.482 0.712 -0.647  0.3916
H 3.477 1.706 -1.580  0.4260
H 1.170 1.273 -2.308  0.4877
H -0.108 2.928 -1.063  0.4356
H 1.560 2.966 -0.485  0.4337
H -1.091 0.843 2.067  0.4960
H -2.116 -1.050 1.302  0.3165
H -2.183 -1.605 -1.588  0.4240
H -2.459 -2.821 -0.321  0.3656
H -4.601 -1.993 -1.117  0.4346
H -5.115 0.239 -1.460  0.3938
H -3.398 0.606 -1.259  0.0531
H -3.666 1.118 1.057  0.0605
H -5.279 1.600 0.504  0.4592
H -6.225 -0.556 1.072  0.3127
H -5.062 -0.358 2.409  0.3392
H -1.086 0.691 -1.938  0.5368
H -0.153 -0.788 -1.678  0.5643
H 1.073 -1.222 0.392  0.4162
H 3.096 -2.232 1.321  0.4460

[3]
DFT (ωB97M-V with the def2-TZVPD basis set) results for a molecular structure, C32H52As3BrO3Zn.

Properties
HOMO energy in eV: -7.29
HOMO-LUMO gap in eV: 7.81
Net charge: 0

Each line ends with the Mulliken charge.
Cartesian coordinates (Å):
Zn 0.551 0.050 0.435  1.4899
C 3.739 -7.074 -0.699  -2.0495
C 2.495 -6.614 0.064  1.9154
C 1.302 -7.461 -0.399  -1.6619
C 2.735 -6.860 1.559  -1.6599
C 2.192 -5.134 -0.181  -0.2425
C 1.108 -4.531 0.454  -0.1562
C 0.836 -3.209 0.197  0.3139
Br -0.656 -2.403 1.096  -0.2667
C 1.573 -2.377 -0.675  1.1842
O 1.216 -1.136 -0.914  -1.3216
C 2.700 -2.976 -1.275  -0.6961
C 2.952 -4.326 -1.019  -0.3510
C 3.699 -2.236 -2.190  2.5814
C 3.435 -0.735 -2.372  -2.2708
C 5.107 -2.367 -1.585  -1.8025
C 3.685 -2.878 -3.586  -1.8034
H 3.921 -8.131 -0.490  0.4423
H 4.628 -6.514 -0.396  0.3861
H 3.613 -6.964 -1.780  0.3701
H 1.503 -8.525 -0.239  0.4463
H 1.107 -7.302 -1.463  0.3667
H 0.394 -7.203 0.151  0.3254
H 2.954 -7.917 1.740  0.4455
H 1.860 -6.592 2.158  0.3163
H 3.580 -6.266 1.916  0.3681
H 0.471 -5.082 1.137  0.4282
H 3.810 -4.769 -1.509  0.2349
H 3.461 -0.206 -1.417  0.2909
H 2.470 -0.543 -2.836  0.4072
H 4.224 -0.330 -3.015  0.4974
H 5.123 -1.967 -0.567  0.3505
H 5.826 -1.804 -2.189  0.4678
H 5.444 -3.405 -1.545  0.3606
H 2.694 -2.787 -4.040  0.3594
H 3.943 -3.939 -3.550  0.3201
H 4.408 -2.377 -4.237  0.4682
C 2.607 2.975 -0.682  -1.3603
As 0.824 2.227 -0.883  0.5930
C 0.627 2.465 -2.800  -1.3653
C -0.142 3.735 -0.089  -2.1474
C -1.682 3.848 -0.085  2.5146
C -1.965 5.258 0.462  -2.3295
C -2.334 2.858 0.904  -1.8537
As -2.106 0.913 0.660  0.5300
C -3.782 0.356 -0.162  -1.3540
C -2.600 0.416 2.483  -1.1684
C -2.233 3.707 -1.523  -1.2944
As -3.809 4.787 -2.050  0.2310
C -5.304 3.680 -1.436  -1.0266
C -3.825 4.121 -3.893  -1.1959
H 2.641 3.984 -1.086  0.4641
H 3.316 2.340 -1.210  0.4003
H 2.872 2.993 0.374  0.3860
H 0.715 3.520 -3.058  0.4507
H -0.328 2.076 -3.144  0.3308
H 1.428 1.903 -3.280  0.4631
H 0.269 4.619 -0.581  0.7237
H 0.218 3.739 0.943  0.3902
H -1.434 5.408 1.406  0.5064
H -3.030 5.412 0.645  0.5440
H -1.636 6.026 -0.243  0.4942
H -3.408 3.046 0.962  0.5302
H -1.919 3.035 1.899  0.5172
H -4.621 0.874 0.299  0.4316
H -3.874 -0.716 0.011  0.4431
H -3.782 0.529 -1.236  0.3163
H -3.535 0.905 2.754  0.4485
H -1.806 0.720 3.164  0.1807
H -2.732 -0.663 2.546  0.4382
H -2.401 2.657 -1.781  0.2446
H -1.481 4.079 -2.222  0.6389
H -5.392 3.699 -0.350  0.2764
H -5.201 2.652 -1.776  0.2229
H -6.217 4.102 -1.856  0.4625
H -3.012 4.572 -4.462  0.3506
H -4.768 4.397 -4.364  0.4106
H -3.721 3.033 -3.916  0.3240
O 2.005 -0.070 1.891  -0.7592
C 1.463 0.811 2.626  0.1535
O 0.427 1.431 2.232  -0.4066
C 2.051 1.118 3.963  0.3634
C 3.275 0.564 4.322  -0.4361
C 3.824 0.848 5.564  -0.6365
C 3.146 1.675 6.451  -0.4148
C 1.920 2.225 6.095  -0.7107
C 1.375 1.950 4.849  -0.1972
H 3.778 -0.090 3.621  0.4556
H 4.779 0.421 5.843  0.3961
H 3.574 1.892 7.423  0.3734
H 1.392 2.867 6.788  0.3943
H 0.427 2.376 4.546  0.4072

[4]
DFT (ωB97M-V with the def2-TZVPD basis set) results for a molecular structure, C26H26BF4O3 at a distorted geometry.

Properties
Energy above the lowest of the compared OMol25 structures with the same formula, charge and spin in kcal per mole: 0.0
HOMO energy in eV: -10.56
HOMO-LUMO gap in eV: 3.96
Net charge: +1

Each line ends with the Mulliken charge.
Cartesian coordinates (Å):
C 6.320 0.261 4.079  -1.2661
C 5.055 -0.421 3.809  0.5520
C 4.449 -1.463 4.475  -0.9305
C 3.239 -1.748 3.759  -0.4170
C 3.109 -0.824 2.732  0.4947
B 2.535 -0.893 1.199  0.8295
O 1.928 -2.046 0.772  -0.6621
C 0.573 -1.501 0.732  1.4235
C -0.022 -1.913 -0.604  -1.8974
C -0.194 -2.276 1.783  -0.3962
C 0.768 0.149 0.870  1.6449
C -0.161 0.855 -0.105  -1.5133
C 0.639 0.763 2.262  -0.9956
O 2.182 0.287 0.513  -0.7322
O 4.295 -0.028 2.754  -0.3329
H 7.070 -0.434 4.487  0.3483
H 6.742 0.775 3.202  0.3270
H 6.171 1.042 4.837  0.2641
H 4.824 -1.959 5.375  0.4061
H 2.522 -2.524 4.000  0.5347
H -1.110 -1.754 -0.581  0.3009
H 0.414 -1.336 -1.428  0.2839
H 0.165 -2.983 -0.769  0.5804
H -1.173 -1.834 1.930  -0.4970
H -0.390 -3.290 1.406  0.4858
H 0.306 -2.362 2.755  -0.0849
H -1.170 0.411 0.069  0.1652
H -0.197 1.926 0.094  0.4478
H 0.170 0.663 -1.136  0.3457
H 0.851 0.039 3.042  0.4249
H 1.367 1.575 2.472  0.3679
H -0.336 1.187 2.412  -0.3054
F -4.997 -0.958 0.037  -0.3194
C -4.167 -0.112 0.755  0.2381
C -4.159 1.244 0.414  -0.6502
C -3.354 2.070 1.206  0.2761
F -3.236 3.400 0.850  -0.3233
C -2.623 1.609 2.304  -0.3550
C -2.530 0.215 2.553  1.1449
C -1.589 -0.311 3.562  -1.3272
C -2.031 -1.406 4.324  0.0769
C -1.665 -1.559 5.647  -0.1990
C -2.370 -2.409 6.548  0.6714
C -2.349 -2.087 7.927  -0.8834
C -3.172 -2.778 8.794  0.3282
F -3.109 -2.495 10.137  -0.2780
C -4.049 -3.771 8.358  -0.5711
C -4.051 -4.067 6.995  0.3665
F -4.926 -5.028 6.538  -0.2792
C -3.214 -3.450 6.085  -0.6480
C -3.377 -0.637 1.780  -0.5074
H -4.804 1.645 -0.365  0.4927
H -2.093 2.315 2.950  0.5257
H -1.032 0.424 4.142  0.6496
H -2.751 -2.105 3.910  -0.0184
H -0.921 -0.901 6.098  0.4529
H -1.723 -1.263 8.256  0.4392
H -4.704 -4.287 9.054  0.4869
H -3.238 -3.721 5.029  0.6372
H -3.400 -1.709 1.957  0.3762

[5]
DFT (ωB97M-V with the def2-TZVPD basis set) results for 2 unconnected molecules or ions with the total composition C7H13Cl2F3IS at a distorted geometry.

Properties
HOMO energy in eV: -12.71
HOMO-LUMO gap in eV: 9.25
Net charge: +1

Each line ends with the Mulliken charge.
Cartesian coordinates (Å):
F -2.702 -1.429 -0.044  -0.2308
C -2.313 -1.856 -1.411  0.7326
F -3.426 -2.747 -1.899  -0.2560
F -2.272 -0.721 -2.402  -0.2143
C -0.939 -2.760 -1.480  -0.7401
C 0.447 -1.913 -1.245  -0.3369
S 0.515 -0.923 0.343  0.0317
C -0.247 0.799 0.123  -0.4695
C 0.851 1.984 -0.153  -0.3496
C 1.545 1.962 -1.638  -0.9288
I 0.184 1.544 -3.299  0.0599
H -0.998 -3.723 -0.777  0.3431
H -0.875 -3.197 -2.588  0.3551
H 0.677 -1.285 -2.215  0.1965
H 1.324 -2.721 -1.176  0.3743
H -0.365 -1.583 1.259  0.2876
H -0.747 1.050 1.177  0.3627
H -1.131 0.747 -0.643  0.3681
H 1.747 1.964 0.632  0.2109
H 0.289 3.024 -0.011  0.3346
H 1.967 3.063 -1.822  0.4385
H 2.511 1.264 -1.680  0.3690
C 0.736 1.515 4.325  -0.3237
Cl 1.385 2.780 3.274  -0.1300
Cl 0.839 -0.071 3.551  -0.1220
H 1.311 1.495 5.255  0.3466
H -0.311 1.737 4.544  0.2902

[6]
DFT (ωB97M-V with the def2-TZVPD basis set) results for a molecular structure, C19H40EuOP2 at a distorted geometry.

Properties
Energy above the lowest of the compared OMol25 structures with the same formula, charge and spin in kcal per mole: 0.0
Multiplicity: 8
⟨S²⟩: 15.7684
HOMO energy (alpha / beta) in eV: -4.35 / -4.11
HOMO-LUMO gap (alpha / beta) in eV: 4.62 / 4.43
Net charge: 0

Each line ends with the Mulliken charge.
Cartesian coordinates (Å):
P 0.246 -1.473 -5.369  1.5959
P 0.252 2.097 -4.167  0.8500
C 0.545 0.096 -6.262  -1.4484
C 1.233 1.199 -5.433  -1.0096
H -0.362 0.440 -6.780  0.3906
H 1.264 -0.228 -7.053  0.6010
H 2.154 0.822 -4.947  0.3079
H 1.570 1.987 -6.134  0.7345
C -0.552 3.465 -5.051  -1.4878
H -0.787 4.266 -4.336  0.4013
H -1.494 3.131 -5.517  0.3804
H 0.121 3.869 -5.819  0.4576
C 1.476 2.856 -3.078  -0.7759
H 1.961 3.704 -3.585  0.5605
H 2.337 2.139 -2.894  -0.0855
H 1.003 3.296 -2.159  0.2404
C -0.912 -2.434 -6.397  -1.6772
H -1.167 -3.374 -5.888  0.4042
H -0.405 -2.653 -7.346  0.5596
H -1.821 -1.846 -6.571  0.2731
C 1.807 -2.377 -5.595  -1.4126
H 2.652 -1.681 -5.614  0.4036
H 1.741 -2.900 -6.556  0.4152
H 1.941 -3.109 -4.790  0.4012
Eu 1.962 1.609 -0.706  -0.1771
C -1.359 1.016 -3.820  -0.1833
C -2.038 0.146 -4.772  -0.7706
C -3.213 -0.616 -4.247  -1.1252
C -2.824 -1.745 -3.196  -0.5101
C -1.651 -2.504 -3.554  -1.5624
C -0.310 -1.987 -3.679  -0.0752
C 0.117 -0.788 -2.703  0.0902
C -0.878 0.346 -2.500  -0.8473
C 1.433 -1.349 0.780  -0.7537
H -2.041 1.838 -3.532  0.8109
H -2.204 0.565 -5.784  0.2257
H -3.769 -1.081 -5.083  0.3089
H -3.942 0.046 -3.735  0.2596
H -2.778 -1.279 -2.195  0.1731
H -3.660 -2.452 -3.095  0.4538
H -1.783 -3.553 -3.818  0.4068
H 0.378 -2.827 -3.454  0.9400
H 1.065 -0.359 -3.106  0.1993
H 0.367 -1.241 -1.727  -0.6407
H -1.715 0.043 -1.862  0.4353
H -0.428 1.144 -1.862  0.3506
H 1.877 -1.721 1.715  0.4205
H 2.124 -1.491 -0.057  0.1571
H 0.483 -1.854 0.561  0.2986
C 2.073 0.737 3.063  -1.4049
C 0.818 0.600 2.196  1.3258
C -0.178 -0.366 2.854  -1.5510
C 0.139 1.942 1.942  -1.3519
O 1.196 0.059 0.877  -0.2536
H 1.801 1.149 4.047  0.4349
H 2.816 1.410 2.616  0.2869
H 2.535 -0.245 3.215  0.3254
H -0.569 0.071 3.785  0.4321
H -1.032 -0.565 2.187  0.3756
H 0.317 -1.310 3.121  0.3839
H 0.685 2.662 1.290  0.2408
H -0.864 1.774 1.518  0.3179
H 0.009 2.451 2.911  0.4732

| no. | electronic energy (eV) |
| --- | --- |
| 1 | -6884.5904 |
| 2 | -26671.4752 |
| 3 | -341148.8900 |
| 4 | -45063.7534 |
| 5 | -59592.4476 |
| 6 | -60294.4588 |